Record 1
DFT (ωB97M-V/def2-TZVPD) results for 14 unconnected molecules or ions with the total composition C4H35NO14.

Calculated total energy: -1281.52533 hartree
Kohn-Sham gap: 10.1 eV
Total charge: 0
LUMO energy: -0.06 eV
ΔE to the lowest compared entry with this formula, charge and spin: 2.199 eV
Spin multiplicity: 1

Positions of all 54 atoms, in Å:
N  -1.886  -0.796  1.486
C  -1.171  0.326  1.371
C  -0.984  1.370  2.465
C  -2.070  2.480  2.463
C  -1.023  0.682  3.838
O  -0.490  0.421  0.310
H  -2.659  -0.916  2.115
H  -1.990  -1.451  0.706
H  -0.022  1.876  2.313
H  -1.601  3.452  2.358
H  -2.815  2.325  1.688
H  -2.633  2.456  3.398
H  -0.416  1.088  4.665
H  -0.341  -0.197  3.812
H  -2.004  0.363  4.185
H  -1.440  0.574  -1.099
H  -2.215  0.468  -2.585
O  -1.775  0.990  -1.917
H  -0.506  -4.128  -0.855
H  -1.255  -3.958  -2.170
O  -1.411  -4.223  -1.236
H  2.335  3.796  -0.175
H  0.891  3.911  0.183
O  1.761  4.351  0.389
H  1.871  0.331  -3.259
H  0.355  0.891  -2.956
O  1.159  0.938  -3.500
H  1.796  -1.783  2.057
H  1.989  -1.411  3.511
O  1.385  -1.887  2.930
H  -0.755  3.578  -1.153
H  -0.349  2.229  -0.572
O  -0.480  3.160  -0.329
H  -0.040  -2.602  -3.422
H  -1.556  -2.536  -3.851
O  -0.806  -3.120  -3.700
H  -2.350  -2.743  -1.425
H  -3.697  -2.443  -1.914
O  -2.865  -1.970  -1.767
H  1.786  1.708  -2.350
H  3.219  1.723  -1.389
O  2.268  1.853  -1.441
H  0.879  -0.166  0.239
H  2.073  0.254  -0.676
O  1.869  -0.339  0.080
H  2.443  3.105  1.299
H  2.275  1.607  1.363
O  2.876  2.294  1.710
H  1.360  -3.123  -0.381
H  1.611  -4.676  -0.225
O  1.087  -4.000  -0.668
H  1.580  -1.683  -1.531
H  2.679  -2.561  -2.040
O  2.059  -1.891  -2.349

***

Record 2
DFT (ωB97M-V/def2-TZVPD) results for a molecular structure, C4H36CdF12N2O26S4.

Calculated total energy: -5198.44764 hartree
Kohn-Sham gap: 7.6 eV
Total charge: 0
LUMO energy: -2.40 eV
Spin multiplicity: 1

Positions of all 85 atoms, in Å:
Cd  26.322  4.708  -19.086
C  24.180  5.673  -22.479
F  24.767  4.480  -22.556
F  24.914  6.663  -22.914
F  23.058  5.598  -23.257
S  23.628  5.955  -20.660
O  24.147  7.227  -20.251
O  22.147  5.860  -20.809
N  24.423  4.647  -19.705
S  23.348  3.445  -19.644
O  22.514  3.283  -20.823
O  24.031  2.245  -19.234
C  22.044  3.869  -18.192
F  21.673  5.138  -18.320
F  20.976  3.141  -18.169
F  22.656  3.934  -17.009
C  27.295  1.042  -17.495
F  26.426  1.009  -18.498
F  27.128  0.084  -16.583
F  28.471  1.056  -18.026
S  26.865  2.659  -16.598
O  25.422  2.713  -16.536
O  27.447  2.613  -15.267
N  27.440  3.951  -17.691
S  28.850  4.189  -17.022
O  28.790  5.182  -15.967
O  29.647  2.964  -16.732
C  29.862  5.016  -18.456
F  31.100  4.545  -18.445
F  29.231  4.778  -19.612
F  29.842  6.344  -18.215
O  18.923  5.334  -20.422
H  18.361  6.067  -20.170
H  19.772  5.536  -20.028
O  23.474  1.259  -15.554
H  23.804  0.363  -15.495
H  24.249  1.789  -15.743
O  21.267  3.094  -24.609
H  21.794  2.580  -23.997
H  21.138  3.934  -24.168
O  20.840  0.094  -20.944
H  20.638  1.029  -20.996
H  20.496  -0.179  -20.093
O  19.666  2.560  -21.366
H  18.931  2.305  -21.923
H  19.381  3.375  -20.952
O  24.862  9.603  -19.724
H  25.406  9.362  -18.974
H  24.438  8.785  -19.986
O  20.638  -0.010  -18.230
H  19.981  0.645  -17.996
H  20.876  -0.420  -17.398
O  20.195  5.328  -23.093
H  20.695  6.136  -22.979
H  19.648  5.272  -22.309
O  23.202  3.978  -13.612
H  23.150  3.629  -12.722
H  23.041  3.222  -14.176
O  25.828  6.223  -17.764
H  26.399  6.951  -17.516
H  25.218  6.136  -17.032
O  22.762  8.177  -25.718
H  22.980  8.218  -26.649
H  22.471  7.276  -25.579
O  23.722  6.364  -16.061
H  23.956  6.367  -15.133
H  22.827  6.027  -16.082
O  19.461  3.790  -15.677
H  18.539  3.556  -15.783
H  19.892  2.969  -15.442
O  22.117  9.367  -21.132
H  22.931  9.733  -20.786
H  21.430  9.752  -20.588
O  27.230  3.498  -25.112
H  27.235  3.104  -25.985
H  26.302  3.593  -24.897
O  24.603  2.684  -24.553
H  24.464  3.315  -23.847
H  25.063  1.956  -24.137
O  18.798  6.420  -16.742
H  17.889  6.126  -16.813
H  19.318  5.628  -16.876
O  23.560  -0.759  -18.821
H  23.969  0.089  -18.993
H  22.624  -0.566  -18.762

***

The lowest LUMO energy belongs to which entry? C4H36CdF12N2O26S4